Entry from OMol25: C48H83BrI2N2O18S10 as an isolated structure (the ωB97M-V functional and the def2-TZVPD basis).

Properties
Kohn-Sham gap: 0.2943 Ha
2S+1: 1
HOMO energy: -8.57 eV

```
164
Properties=species:S:1:pos:R:3:lowdin_charge:R:1
C -4.527 5.554 -1.538 -0.100
C -5.093 4.130 -1.716 -0.228
C -4.395 3.105 -0.797 -0.131
C -5.261 2.417 0.236 -0.112
C -4.916 1.165 0.681 -0.373
C -3.709 0.480 0.166 -0.822
I -3.947 -0.724 -1.534 0.978
C -2.523 0.627 0.742 -0.774
C -1.232 0.023 0.317 -0.208
I -2.341 1.856 2.457 0.928
C -5.694 0.487 1.671 -0.588
Br -5.152 -1.238 2.242 0.866
C -6.812 1.015 2.219 -0.048
C -7.179 2.308 1.794 -0.346
N -8.242 2.984 2.250 -0.208
S -8.217 4.385 1.482 1.027
N -6.911 4.235 0.583 -0.215
C -6.419 3.008 0.833 -0.278
H -5.292 6.319 -1.441 0.063
H -3.871 5.633 -0.678 0.062
H -3.909 5.808 -2.395 0.064
H -6.168 4.106 -1.627 0.081
H -4.862 3.835 -2.735 0.098
H -4.010 2.317 -1.435 0.074
H -3.529 3.517 -0.282 0.109
H -0.523 0.835 0.159 0.064
H -1.286 -0.521 -0.613 0.006
H -0.815 -0.575 1.123 0.080
H -7.372 0.480 2.970 0.108
C -8.650 -4.048 1.967 -0.215
C -10.179 -3.948 2.065 -0.203
C -10.519 -3.569 3.513 -0.210
S -9.103 -2.649 4.131 0.672
O -8.487 -3.414 5.189 -0.324
O -9.467 -1.266 4.323 -0.330
C -8.103 -2.806 2.662 -0.273
H -8.317 -4.106 0.931 0.114
H -8.303 -4.946 2.487 0.116
H -10.536 -3.173 1.385 0.124
H -10.666 -4.879 1.779 0.107
H -11.404 -2.941 3.581 0.103
H -10.641 -4.450 4.142 0.099
H -7.057 -2.889 2.941 0.026
H -8.259 -1.912 2.058 0.098
C -9.236 -5.660 8.804 -0.216
C -8.199 -6.556 9.495 -0.216
C -7.947 -7.757 8.575 -0.222
S -8.269 -7.179 6.901 0.660
O -9.414 -7.888 6.382 -0.329
O -7.032 -7.127 6.164 -0.326
C -8.775 -5.526 7.356 -0.244
H -9.316 -4.687 9.285 0.116
H -10.219 -6.137 8.841 0.118
H -7.271 -5.998 9.634 0.116
H -8.536 -6.881 10.478 0.111
H -6.923 -8.115 8.630 0.100
H -8.637 -8.574 8.779 0.102
H -9.552 -5.188 6.678 0.088
H -7.905 -4.879 7.273 0.102
C 3.955 0.782 -1.422 -0.227
C 3.998 0.147 -0.026 -0.202
C 2.680 -0.611 0.180 -0.217
S 2.130 -1.106 -1.459 0.670
O 0.896 -0.419 -1.761 -0.329
O 2.232 -2.538 -1.592 -0.326
C 3.460 -0.319 -2.357 -0.220
H 4.922 1.163 -1.724 0.071
H 3.257 1.619 -1.427 0.119
H 4.836 -0.550 0.031 0.117
H 4.143 0.897 0.751 0.115
H 2.803 -1.502 0.791 0.102
H 1.909 0.027 0.609 0.092
H 3.083 0.053 -3.307 0.108
H 4.230 -1.071 -2.527 0.108
C 8.358 5.269 -2.815 -0.212
C 7.313 5.470 -3.919 -0.205
C 6.571 4.140 -4.096 -0.212
S 6.650 3.313 -2.502 0.680
O 7.429 2.105 -2.644 -0.324
O 5.331 3.285 -1.911 -0.339
C 7.637 4.552 -1.681 -0.240
H 8.782 6.213 -2.482 0.112
H 9.173 4.644 -3.189 0.111
H 6.609 6.248 -3.615 0.117
H 7.771 5.788 -4.854 0.112
H 5.529 4.280 -4.371 0.101
H 7.063 3.498 -4.825 0.102
H 8.316 4.080 -0.973 0.060
H 6.955 5.224 -1.158 0.114
C 12.025 5.855 2.494 -0.218
C 10.978 4.996 3.214 -0.212
C 9.721 4.969 2.334 -0.213
S 10.292 5.188 0.643 0.674
O 9.784 6.440 0.142 -0.308
O 10.117 3.953 -0.086 -0.331
C 12.025 5.383 1.043 -0.225
H 13.011 5.754 2.944 0.116
H 11.738 6.907 2.542 0.120
H 11.362 3.981 3.338 0.117
H 10.750 5.382 4.206 0.115
H 9.189 4.024 2.405 0.105
H 9.048 5.793 2.563 0.106
H 12.477 6.091 0.353 0.111
H 12.497 4.406 0.943 0.109
C 11.206 1.534 -4.984 -0.217
C 11.491 1.118 -6.433 -0.212
C 11.259 2.348 -7.320 -0.215
S 11.595 3.778 -6.281 0.668
O 10.366 4.514 -6.104 -0.336
O 12.801 4.426 -6.728 -0.321
C 11.930 2.858 -4.784 -0.232
H 11.550 0.787 -4.272 0.106
H 10.131 1.668 -4.842 0.116
H 12.530 0.794 -6.519 0.100
H 10.860 0.286 -6.746 0.113
H 11.927 2.374 -8.177 0.101
H 10.225 2.417 -7.653 0.102
H 11.573 3.423 -3.925 0.105
H 13.004 2.714 -4.720 0.075
C 15.030 -2.028 -2.958 -0.219
C 15.323 -2.450 -4.404 -0.211
C 15.105 -1.220 -5.294 -0.215
S 15.443 0.212 -4.258 0.677
O 14.218 0.958 -4.091 -0.322
O 16.651 0.855 -4.696 -0.309
C 15.759 -0.704 -2.754 -0.228
H 15.361 -2.779 -2.242 0.116
H 13.955 -1.886 -2.824 0.119
H 16.359 -2.783 -4.484 0.117
H 14.689 -3.277 -4.719 0.115
H 15.778 -1.199 -6.146 0.105
H 14.073 -1.145 -5.634 0.096
H 15.400 -0.133 -1.901 0.108
H 16.836 -0.850 -2.681 0.108
C -13.474 3.032 2.330 -0.220
C -12.034 3.543 2.188 -0.218
C -11.315 2.619 1.199 -0.248
S -12.583 1.976 0.100 0.660
O -12.694 0.553 0.303 -0.321
O -12.412 2.532 -1.217 -0.324
C -13.967 2.775 0.909 -0.233
H -14.110 3.748 2.848 0.113
H -13.481 2.100 2.900 0.120
H -12.047 4.563 1.798 0.116
H -11.517 3.565 3.146 0.114
H -10.573 3.151 0.612 0.056
H -10.851 1.775 1.705 0.099
H -14.838 2.126 0.857 0.106
H -14.162 3.708 0.381 0.106
C -9.330 -8.810 0.189 -0.217
C -8.916 -9.275 -1.214 -0.214
C -9.065 -8.076 -2.159 -0.219
S -8.827 -6.608 -1.147 0.651
O -10.062 -5.866 -1.103 -0.320
O -7.584 -5.973 -1.501 -0.323
C -8.628 -7.474 0.408 -0.229
H -9.055 -9.533 0.954 0.117
H -10.413 -8.672 0.229 0.120
H -7.874 -9.601 -1.195 0.117
H -9.516 -10.117 -1.554 0.113
H -8.322 -8.079 -2.952 0.102
H -10.064 -8.020 -2.588 0.104
H -9.059 -6.880 1.210 0.088
H -7.559 -7.610 0.575 0.113
```

=====

Entry from OMol25: a 3-piece molecular cluster, C35H77ClN5O7P2S overall (the ωB97M-V functional and the def2-TZVPD basis).

Properties
ΔE to the lowest compared entry with this formula, charge and spin: 0.00 kcal/mol
Kohn-Sham gap: 0.2629 Ha
2S+1: 1
HOMO energy: -10.25 eV
net charge: +1

```
128
Properties=species:S:1:pos:R:3:lowdin_charge:R:1
C -3.124 4.024 2.368 -0.102
C -2.206 3.097 3.168 -0.279
C -2.967 2.083 4.020 -0.208
C -2.145 1.503 5.194 -0.189
C -2.135 -0.037 5.297 -0.184
C -0.826 -0.691 4.784 -0.192
C -0.982 -1.462 3.465 -0.180
C 0.347 -1.618 2.698 -0.176
C 0.686 -0.335 1.941 -0.105
C 1.942 -0.296 0.984 -0.277
C 1.569 -1.184 -0.234 -0.223
N 0.431 -0.662 -0.990 0.049
C 2.042 1.182 0.758 -0.198
C 1.311 2.038 -0.223 -0.180
O 2.143 3.082 -0.623 -0.264
C 2.424 3.155 -2.027 -0.275
C 3.686 3.967 -2.221 -0.067
N 2.840 1.742 1.624 -0.128
P 3.116 3.466 1.884 0.435
S 1.618 4.606 2.198 0.275
C 3.526 0.740 2.490 -0.257
C 2.903 0.736 3.901 -0.141
C 3.887 0.633 5.066 -0.234
C 4.861 1.798 5.194 -0.100
C 3.375 -0.536 1.624 -0.378
N 3.548 -1.717 2.498 -0.082
C 4.907 -1.849 3.068 -0.054
C 3.228 -2.997 1.940 -0.503
C 2.890 -4.064 2.929 0.017
O 3.318 -3.183 0.755 0.076
P 4.800 -0.622 0.278 0.756
O 5.872 0.442 0.937 -0.362
Cl 4.050 0.673 -1.144 0.501
H -3.677 4.703 3.017 0.079
H -3.831 3.419 1.793 0.056
H -2.542 4.612 1.653 0.071
H -1.561 2.557 2.460 0.083
H -1.540 3.685 3.805 0.099
H -3.296 1.265 3.370 0.102
H -3.883 2.551 4.392 0.114
H -1.115 1.856 5.085 0.092
H -2.507 1.928 6.133 0.108
H -2.328 -0.345 6.325 0.104
H -2.968 -0.417 4.699 0.101
H -0.413 -1.364 5.540 0.113
H -0.083 0.101 4.647 0.081
H -1.392 -2.451 3.681 0.119
H -1.695 -0.927 2.829 0.106
H 0.250 -2.446 1.990 0.114
H 1.131 -1.862 3.417 0.096
H 0.722 0.491 2.655 0.106
H -0.157 -0.111 1.278 0.115
H 1.304 -2.155 0.167 0.101
H 2.430 -1.364 -0.871 0.066
H -0.271 -1.392 -1.067 0.078
H 0.717 -0.484 -1.947 0.079
H 0.919 1.442 -1.040 0.110
H 0.449 2.446 0.333 0.136
H 1.571 3.632 -2.520 0.131
H 2.524 2.138 -2.425 0.068
H 4.582 3.349 -2.152 0.057
H 3.672 4.483 -3.179 0.085
H 3.744 4.727 -1.437 0.080
H 4.016 3.707 0.850 0.009
H 3.919 3.248 3.001 -0.016
H 4.554 1.071 2.566 0.099
H 2.159 -0.053 3.990 0.088
H 2.354 1.680 4.026 0.117
H 3.281 0.584 5.976 0.120
H 4.442 -0.306 5.039 0.086
H 5.579 1.842 4.367 0.069
H 4.338 2.755 5.249 0.075
H 5.463 1.684 6.097 0.082
H 5.591 -2.381 2.397 0.099
H 4.859 -2.397 4.011 0.101
H 5.306 -0.860 3.283 0.077
H 2.904 -3.700 3.954 0.086
H 3.608 -4.880 2.823 0.103
H 1.900 -4.453 2.692 0.099
H 6.744 0.024 1.000 0.068
C -2.971 0.963 -0.351 -0.129
O -4.159 1.706 -0.388 -0.194
C -4.053 2.976 -1.024 -0.220
C -4.864 3.014 -2.297 -0.212
N -4.264 2.152 -3.306 -0.052
C -5.051 1.982 -4.523 -0.201
C -6.391 1.270 -4.406 -0.225
O -6.280 -0.093 -4.044 -0.178
C -6.273 -0.368 -2.659 -0.103
H -3.171 0.060 0.225 0.089
H -2.625 0.676 -1.350 0.078
H -2.169 1.523 0.143 0.067
H -3.005 3.213 -1.237 0.124
H -4.437 3.722 -0.325 0.111
H -4.881 4.041 -2.672 0.127
H -5.896 2.735 -2.044 0.113
H -4.100 1.241 -2.897 0.071
H -4.441 1.422 -5.235 0.116
H -5.223 2.970 -4.962 0.119
H -6.859 1.286 -5.393 0.123
H -7.074 1.784 -3.719 0.112
H -6.874 0.359 -2.104 0.090
H -5.263 -0.374 -2.235 0.069
H -6.706 -1.358 -2.519 0.088
C -1.868 -2.380 -7.011 -0.115
O -1.423 -3.694 -6.745 -0.197
C -0.066 -3.943 -7.083 -0.215
C 0.741 -4.243 -5.840 -0.212
N 0.853 -3.058 -4.999 -0.047
C 1.446 -3.293 -3.692 -0.204
C 0.693 -4.183 -2.712 -0.216
O -0.542 -3.634 -2.284 -0.206
C -1.672 -3.938 -3.088 -0.085
H -2.934 -2.353 -6.794 0.089
H -1.360 -1.633 -6.389 0.080
H -1.718 -2.112 -8.061 0.090
H 0.356 -3.086 -7.616 0.124
H -0.031 -4.810 -7.747 0.125
H 1.744 -4.566 -6.133 0.126
H 0.256 -5.087 -5.330 0.111
H -0.072 -2.663 -4.878 0.075
H 1.583 -2.318 -3.211 0.096
H 2.446 -3.715 -3.835 0.123
H 1.312 -4.281 -1.815 0.116
H 0.534 -5.193 -3.103 0.115
H -1.572 -4.922 -3.553 0.092
H -1.838 -3.198 -3.875 0.074
H -2.545 -3.945 -2.436 0.089
```

=====

Entry from OMol25: one molecule with the formula C8H18N2O2S (the ωB97M-V functional and the def2-TZVPD basis).

Properties
ΔE to the lowest compared entry with this formula, charge and spin: 16.38 kcal/mol
Kohn-Sham gap: 0.3509 Ha
2S+1: 1
HOMO energy: -9.22 eV

```
31
Properties=species:S:1:pos:R:3:lowdin_charge:R:1
C -1.108 2.809 1.141 -0.526
C -0.639 -0.462 -2.187 -0.124
C 0.598 -2.239 -0.844 -0.246
C -0.223 1.554 1.084 -0.096
C -0.751 0.464 2.110 -0.174
C 0.244 -0.633 2.420 -0.195
C 0.232 -1.756 1.433 -0.285
C 0.481 -1.542 -2.196 -0.489
N 0.329 -1.204 0.146 -0.109
N -0.856 3.534 0.028 0.181
O -1.636 3.244 2.150 0.049
O 1.794 0.777 -2.017 -0.634
S 2.077 -0.557 -2.623 0.882
H -1.452 -0.775 -1.418 0.114
H -0.223 0.486 -1.771 0.024
H -1.086 -0.173 -3.175 0.088
H 1.568 -2.892 -0.797 0.151
H -0.301 -2.844 -0.916 0.120
H 1.092 -0.518 0.167 0.112
H 0.696 1.677 1.629 0.117
H -0.276 1.180 0.010 0.093
H -1.688 0.119 1.759 0.098
H -0.962 1.071 3.049 0.131
H 0.103 -1.074 3.361 0.099
H 1.216 -0.268 2.289 0.095
H -0.721 -2.313 1.410 0.128
H 1.013 -2.560 1.626 0.133
H 0.434 -2.194 -3.009 0.067
H -0.388 3.168 -0.769 0.098
H -1.235 4.393 0.013 0.060
H 1.668 -0.472 -4.105 0.038
```

=====

Entry from OMol25: one molecule with the formula C5H6F3N3 (the ωB97M-V functional and the def2-TZVPD basis).

Properties
ΔE to the lowest compared entry with this formula, charge and spin: 48.45 kcal/mol
Kohn-Sham gap: 0.3346 Ha
SMILES: [H]/N=C/C=C\N=C(\N)C(F)(F)F
2S+1: 1
HOMO energy: -8.25 eV

```
17
Properties=species:S:1:pos:R:3:lowdin_charge:R:1
H 0.889 -1.025 2.068 0.121
N 0.700 -0.394 1.208 0.078
C 1.578 0.535 1.160 -0.197
C 1.559 1.412 0.031 -0.116
C 0.851 1.057 -1.012 -0.236
N 0.263 -0.074 -1.313 0.099
C -0.555 -0.656 -0.538 -0.366
N -0.915 -1.940 -0.801 0.160
C -1.682 0.160 0.182 -0.597
F -2.833 0.020 -0.479 0.143
F -2.017 -0.068 1.434 0.169
F -1.375 1.438 -0.012 0.150
H 2.334 0.597 1.940 0.110
H 2.190 2.300 -0.162 0.107
H 0.971 1.651 -1.984 0.141
H -1.568 -2.430 -0.259 0.083
H -0.391 -2.583 -1.463 0.151
```

=====

Entry from OMol25: a 2-piece molecular cluster, C4H12N2 overall (the ωB97M-V functional and the def2-TZVPD basis).

Properties
ΔE to the lowest compared entry with this formula, charge and spin: 77.01 kcal/mol
Kohn-Sham gap: 0.3500 Ha
SMILES: C=CC.NCN
2S+1: 1
HOMO energy: -8.37 eV

```
18
Properties=species:S:1:pos:R:3:lowdin_charge:R:1
C -4.444 4.153 -3.068 -0.032
C -3.710 3.176 -3.624 -0.250
C -2.454 2.428 -3.139 -0.115
H -5.500 3.984 -3.259 0.045
H -4.046 5.006 -2.505 0.059
H -3.740 2.909 -4.694 0.092
H -1.633 3.173 -3.255 0.078
H -2.542 2.045 -2.131 0.064
H -2.129 1.728 -3.911 0.059
N 2.656 -3.351 2.129 -0.028
C 3.081 -3.309 3.553 -0.397
N 4.166 -2.452 3.880 0.000
H 2.400 -4.297 1.854 0.051
H 3.474 -3.264 1.527 0.052
H 2.187 -3.304 4.169 0.096
H 3.444 -4.313 3.769 0.096
H 4.053 -1.471 4.089 0.066
H 4.736 -2.841 4.615 0.063
```

=====

Entry from OMol25: one molecule with the formula C3H5F2P (the ωB97M-V functional and the def2-TZVPD basis).

Properties
ΔE to the lowest compared entry with this formula, charge and spin: 36.97 kcal/mol
Kohn-Sham gap: 0.3795 Ha
SMILES: FC(F)=CCP
2S+1: 1
HOMO energy: -9.44 eV

```
11
Properties=species:S:1:pos:R:3:lowdin_charge:R:1
F 0.245 2.718 -1.974 0.120
C 1.248 1.886 -1.714 -0.387
F 2.359 2.334 -2.294 0.113
C 1.160 0.751 -1.047 -0.135
C -0.099 0.230 -0.437 -0.470
P 0.003 0.194 1.454 0.782
H 2.066 0.174 -0.931 0.113
H -0.283 -0.786 -0.789 0.067
H -0.938 0.867 -0.722 0.067
H -0.075 -1.187 1.605 -0.138
H -1.371 0.344 1.646 -0.132
```